The following is a quantum chemistry calculation of a 9-piece molecular cluster, C30H47N8O6 overall, from OMol25.

CARTESIAN COORDINATES (ANGSTROEM)
O: -1.15 -0.22 1.15
C: -1.57 0.60 0.26
O: -2.73 0.98 0.35
O: -0.91 0.83 -0.74
H: -1.84 -0.07 1.80
C: -2.39 -1.58 7.76
C: -2.58 -0.26 7.06
O: -2.94 -0.23 5.87
N: -2.23 0.78 7.77
C: -2.35 2.16 7.32
H: -3.08 -2.37 7.45
H: -2.23 -1.52 8.83
H: -1.46 -1.98 7.36
H: -1.86 0.64 8.70
H: -2.18 2.16 6.24
H: -1.58 2.84 7.69
H: -3.29 2.68 7.46
C: -5.04 -5.25 0.08
C: -5.68 -6.56 -0.27
O: -5.08 -7.62 -0.19
N: -6.95 -6.56 -0.65
C: -7.69 -7.75 -1.15
H: -5.25 -5.06 1.13
H: -5.38 -4.38 -0.48
H: -3.95 -5.27 -0.02
H: -7.51 -5.72 -0.56
H: -7.48 -8.60 -0.50
H: -7.38 -8.08 -2.14
H: -8.76 -7.54 -1.09
C: -2.97 8.52 1.97
C: -3.26 7.03 1.49
O: -3.90 6.30 2.24
N: -2.82 6.62 0.26
C: -1.82 7.29 -0.56
H: -2.19 8.59 2.72
H: -3.82 8.99 2.46
H: -2.65 9.14 1.13
H: -3.00 5.66 0.01
H: -2.19 7.31 -1.58
H: -0.90 6.70 -0.58
H: -1.57 8.31 -0.28
N: 3.93 -2.01 -3.07
C: 4.29 -2.79 -4.15
C: 5.58 -3.28 -3.86
C: 5.95 -2.78 -2.62
C: 5.00 -1.90 -2.21
H: 3.01 -1.61 -2.95
H: 3.55 -3.01 -4.91
H: 6.09 -4.01 -4.48
H: 6.85 -2.97 -2.06
H: 4.92 -1.43 -1.24
N: 1.81 4.14 -5.34
C: 1.55 5.15 -6.21
C: 2.65 5.55 -6.87
C: 3.68 4.79 -6.46
C: 3.18 3.91 -5.47
H: 1.17 3.62 -4.76
H: 0.50 5.41 -6.34
H: 2.63 6.25 -7.69
H: 4.63 4.93 -6.96
H: 3.64 3.12 -4.90
N: 5.28 -4.75 3.39
C: 5.84 -5.48 4.38
C: 5.05 -5.51 5.48
C: 3.95 -4.69 5.18
C: 4.12 -4.22 3.89
H: 5.66 -4.64 2.46
H: 6.75 -6.05 4.27
H: 5.31 -5.90 6.46
H: 3.13 -4.48 5.85
H: 3.59 -3.54 3.24
N: -1.96 -1.79 -5.76
C: -2.21 -3.14 -5.90
C: -2.45 -3.43 -7.24
C: -2.35 -2.22 -7.92
C: -2.15 -1.27 -7.03
H: -1.73 -1.28 -4.92
H: -2.19 -3.78 -5.03
H: -2.73 -4.36 -7.70
H: -2.55 -2.12 -8.97
H: -1.95 -0.21 -7.15
N: 3.44 3.27 1.24
C: 3.51 2.77 2.50
C: 4.64 3.22 3.12
C: 5.30 4.00 2.13
C: 4.53 4.06 1.03
H: 2.68 2.99 0.63
H: 2.72 2.11 2.83
H: 4.90 2.87 4.10
H: 6.28 4.45 2.19
H: 4.60 4.49 0.04

Summary:
Net charge: -1
DFT total energy in Ha: -2060.80965
E_HOMO in eV: -3.853
Frontier orbital gap in eV: 5.891

The Löwdin scheme yields these atomic charges, measured in e: 0.08, -1.04, -0.07, -0.07, 0.10, -0.01, -0.58, 0.03, 0.01, -0.06, 0.08, 0.07, 0.08, 0.13, 0.09, 0.08, 0.08, 0.00, -0.59, 0.04, 0.00, -0.06, 0.09, 0.08, 0.09, 0.13, 0.07, 0.08, 0.08, -0.01, -0.50, 0.02, 0.01, -0.09, 0.07, 0.07, 0.04, 0.15, 0.08, 0.08, 0.07, 0.01, -0.12, -0.12, -0.15, -0.15, 0.15, 0.10, 0.08, 0.09, 0.11, 0.03, -0.17, -0.17, -0.13, -0.11, 0.15, 0.11, 0.10, 0.09, 0.10, 0.01, -0.19, -0.13, -0.12, -0.13, 0.15, 0.10, 0.09, 0.09, 0.11, 0.04, -0.13, -0.12, -0.16, -0.17, 0.15, 0.10, 0.09, 0.10, 0.11, 0.01, -0.16, -0.11, -0.14, -0.16, 0.16, 0.11, 0.09, 0.09, 0.11